Density functional theory data (ωB97M-V/def2-TZVPD) for a molecular structure, C39H107ClFeN9O10.

<S²>: 6.0072
Net charge: +1
Electronic energy: -4519.00404 Eh
LUMO level (spin up / spin down): -0.0659 / -0.0660 Ha
Max |F|: 0.0503 Eh/bohr
HOMO (spin up / spin down): -10.69 / -10.69 eV
Kohn-Sham gap (spin up / spin down): 0.3271 / 0.3269 Ha
Multiplicity: 5

Last column: Löwdin spin population.
Element x y z (Å)
1 Fe 9.297 -3.827 20.051  3.72
2 Cl 9.173 -5.717 21.391  0.08
3 C 6.003 -2.774 17.492  0.00
4 C 7.406 -2.935 18.026  0.01
5 C 8.113 -1.574 18.141  0.00
6 O 9.439 -1.796 18.632  0.03
7 C 10.260 -0.661 18.739  0.00
8 N 7.287 -3.522 19.373  0.04
9 H 5.496 -3.729 17.442  0.00
10 H 6.071 -2.288 16.505  0.00
11 H 5.395 -2.066 18.064  0.00
12 H 8.023 -3.600 17.413  0.00
13 H 7.559 -0.960 18.860  0.00
14 H 8.116 -1.048 17.188  0.00
15 H 9.983 -0.083 19.618  0.00
16 H 10.309 -0.142 17.770  0.00
17 H 11.256 -1.038 19.009  0.00
18 H 6.785 -4.437 19.308  0.00
19 H 6.688 -2.945 19.990  0.00
20 C 11.875 -11.294 25.614  0.00
21 C 10.655 -10.806 24.901  0.00
22 C 10.055 -9.479 25.373  0.00
23 O 9.660 -9.442 26.772  0.00
24 C 8.515 -10.241 27.092  0.00
25 N 10.923 -10.679 23.468  0.00
26 H 11.665 -11.428 26.663  0.00
27 H 12.666 -10.538 25.436  0.00
28 H 12.314 -12.235 25.237  0.00
29 H 9.820 -11.496 25.097  0.00
30 H 9.241 -9.243 24.701  0.00
31 H 10.761 -8.644 25.209  0.00
32 H 7.648 -10.037 26.460  0.00
33 H 8.189 -9.920 28.064  0.00
34 H 8.785 -11.298 27.055  0.00
35 H 11.205 -11.583 23.148  0.00
36 H 10.084 -10.410 22.974  0.00
37 C 2.707 -4.957 23.756  0.00
38 C 3.616 -3.658 23.675  0.00
39 C 2.731 -2.457 23.658  0.00
40 O 2.202 -2.363 22.306  0.00
41 C 0.870 -1.961 22.141  0.00
42 N 4.666 -3.524 24.694  0.00
43 H 1.791 -4.787 23.130  0.00
44 H 2.450 -5.136 24.804  0.00
45 H 3.267 -5.811 23.334  0.00
46 H 4.117 -3.674 22.682  0.00
47 H 3.289 -1.535 23.881  0.00
48 H 1.817 -2.470 24.293  0.00
49 H 0.649 -2.039 21.051  0.00
50 H 0.638 -0.950 22.441  0.00
51 H 0.188 -2.708 22.543  0.00
52 H 5.357 -4.249 24.566  0.00
53 H 4.342 -3.752 25.619  0.00
54 C 8.133 -3.090 24.070  0.00
55 C 7.762 -2.783 22.619  0.00
56 C 6.695 -1.684 22.711  0.00
57 O 6.090 -1.468 21.383  0.00
58 C 5.027 -0.502 21.445  0.00
59 N 8.926 -2.365 21.777  0.03
60 H 7.284 -3.238 24.693  0.00
61 H 8.533 -2.181 24.451  0.00
62 H 8.724 -3.996 24.145  0.00
63 H 7.281 -3.665 22.093  0.00
64 H 7.131 -0.714 23.027  0.00
65 H 5.922 -2.001 23.426  0.00
66 H 4.995 0.152 20.555  0.00
67 H 5.158 0.184 22.281  0.00
68 H 4.047 -1.010 21.496  0.00
69 H 8.835 -1.443 21.388  0.00
70 H 9.781 -2.452 22.338  0.00
71 C 7.678 -12.971 22.880  0.00
72 C 6.506 -12.122 22.524  0.00
73 C 6.122 -11.135 23.623  0.00
74 O 5.068 -10.246 23.117  0.00
75 C 4.796 -9.249 24.080  0.00
76 N 6.786 -11.393 21.278  0.00
77 H 8.103 -13.482 22.008  0.00
78 H 7.460 -13.605 23.727  0.00
79 H 8.467 -12.251 23.130  0.00
80 H 5.613 -12.713 22.347  0.00
81 H 6.947 -10.553 24.044  0.00
82 H 5.709 -11.718 24.448  0.00
83 H 4.110 -8.549 23.613  0.00
84 H 5.706 -8.652 24.352  0.00
85 H 4.448 -9.668 24.995  0.00
86 H 7.515 -10.708 21.434  0.00
87 H 5.960 -10.853 21.096  0.00
88 C 13.430 -4.043 18.458  0.00
89 C 11.917 -3.903 18.568  0.00
90 C 11.231 -5.192 18.168  0.00
91 O 9.805 -5.002 18.272  0.03
92 C 9.138 -6.272 18.068  0.00
93 N 11.521 -3.668 19.975  0.03
94 H 13.705 -4.048 17.397  0.00
95 H 13.835 -4.921 18.909  0.00
96 H 14.010 -3.265 18.962  0.00
97 H 11.546 -3.079 17.975  0.00
98 H 11.624 -5.995 18.828  0.00
99 H 11.444 -5.518 17.148  0.00
100 H 8.172 -6.271 18.565  0.00
101 H 9.676 -7.132 18.546  0.00
102 H 8.981 -6.407 17.004  0.00
103 H 11.843 -2.720 20.217  0.00
104 H 12.141 -4.292 20.633  0.00
105 C 12.782 -6.240 24.487  0.00
106 C 13.036 -5.352 23.273  0.00
107 C 14.500 -5.032 23.071  0.00
108 O 15.152 -6.261 22.804  0.00
109 C 16.520 -5.986 22.514  0.00
110 N 12.432 -5.752 22.005  0.00
111 H 11.698 -6.266 24.618  0.00
112 H 13.144 -5.694 25.390  0.00
113 H 13.248 -7.202 24.516  0.00
114 H 12.481 -4.425 23.596  0.00
115 H 14.898 -4.593 24.020  0.00
116 H 14.603 -4.331 22.250  0.00
117 H 17.083 -5.538 23.316  0.00
118 H 16.691 -5.311 21.678  0.00
119 H 17.011 -6.915 22.276  0.00
120 H 11.452 -5.911 22.169  0.00
121 H 12.778 -6.650 21.712  0.00
122 C 4.978 -6.853 21.131  0.00
123 C 5.911 -6.935 19.932  0.00
124 C 5.972 -8.367 19.363  0.00
125 O 6.748 -8.340 18.196  0.00
126 C 6.662 -9.495 17.384  0.00
127 N 5.594 -5.848 18.978  0.00
128 H 4.954 -5.831 21.534  0.00
129 H 5.236 -7.552 21.952  0.00
130 H 3.922 -7.032 20.866  0.00
131 H 6.905 -6.691 20.282  0.00
132 H 4.942 -8.680 19.126  0.00
133 H 6.335 -9.084 20.083  0.00
134 H 5.595 -9.700 17.067  0.00
135 H 7.025 -10.343 17.925  0.00
136 H 7.211 -9.316 16.471  0.00
137 H 4.604 -5.604 19.022  0.00
138 H 5.741 -6.149 18.023  0.00
139 C 8.922 -5.912 26.258  0.00
140 C 7.610 -6.554 25.754  0.00
141 C 6.495 -6.533 26.839  0.00
142 O 5.242 -7.032 26.329  0.00
143 C 4.127 -6.654 27.025  0.00
144 N 7.078 -5.893 24.507  0.00
145 H 9.672 -5.832 25.444  0.00
146 H 9.342 -6.581 27.015  0.00
147 H 8.652 -4.924 26.630  0.00
148 H 7.789 -7.634 25.629  0.00
149 H 6.312 -5.509 27.181  0.00
150 H 6.822 -7.045 27.737  0.00
151 H 3.808 -5.636 26.853  0.00
152 H 4.273 -6.864 28.071  0.00
153 H 3.320 -7.330 26.783  0.00
154 H 6.239 -6.395 24.231  0.00
155 H 7.755 -6.046 23.760  0.00
156 C 11.226 -8.947 20.141  0.00
157 C 9.890 -9.674 20.175  0.00
158 C 9.978 -11.160 20.129  0.00
159 O 9.160 -9.365 21.372  0.00
160 H 11.855 -9.298 20.952  0.00
161 H 11.004 -7.883 20.354  0.00
162 H 11.650 -9.122 19.156  0.00
163 H 9.268 -9.282 19.342  0.00
164 H 10.421 -11.556 21.034  0.00
165 H 10.411 -11.481 19.182  0.00
166 H 8.971 -11.572 20.085  0.00
167 H 9.247 -8.387 21.512  0.00